a) Density functional theory data (ωB97M-V/def2-TZVPD) for the molecule C4H6N4O2.

Results
* HOMO level (alpha / beta): -8.433 / -8.433 eV
* 2S+1: 1
* charge: 0
* HOMO-LUMO gap (alpha / beta): 7.81 / 7.81 eV

Each atom is followed by the atoms it is bonded to, with distances in Å.
Positions of all 16 atoms, in Å:
1 C 0.542 -1.745 -0.478  C2 1.311, N5 1.354, H11 1.093
2 C 0.797 -0.468 -0.630  C1 1.311, N7 1.315
3 C -1.418 -0.223 0.021  N6 1.279, N8 1.333
4 C 2.067 1.337 0.518  N7 1.376, H12 1.126, H13 1.088, H14 1.213
5 N -0.648 -2.303 -0.152  C1 1.354, N6 1.287
6 N -1.611 -1.485 0.092  C3 1.279, N5 1.287, H15 1.055
7 N 1.446 0.669 -0.512  C2 1.315, C4 1.376, H16 0.982
8 N -2.381 0.696 0.097  C3 1.333, O9 1.260, O10 1.262
9 O -2.282 1.674 -0.691  N8 1.260
10 O -3.337 0.670 0.921  N8 1.262
11 H 1.234 -2.586 -0.560  C1 1.093
12 H 2.705 2.135 0.047  C4 1.126
13 H 1.304 1.696 1.206  C4 1.088
14 H 2.886 0.691 1.136  C4 1.213
15 H -2.519 -1.995 0.264  N6 1.055
16 H 1.214 1.237 -1.280  N7 0.982

Listed below, in e, are the Mulliken charges computed for each atom: -0.075, 0.156, -0.198, -0.784, -1.078, 0.469, -0.199, 0.880, -0.539, -0.570, 0.456, 0.310, 0.333, 0.244, 0.321, 0.276


b) Density functional theory data (ωB97M-V/def2-TZVPD) for the molecule C4H6N4O2.

Results
* SMILES string: NC1(NC(=O)O)N=CC=N1
* HOMO level: -9.865 eV
* 2S+1: 1
* charge: 0
* HOMO-LUMO gap: 9.08 eV

Each atom is followed by the atoms it is bonded to, with distances in Å.
Positions of all 16 atoms, in Å:
1 N -1.659 0.165 1.013  C2 1.458, H11 1.128, H12 1.055
2 C -0.583 0.006 0.041  N1 1.458, N3 1.580, N7 1.398, N10 1.482
3 N 0.504 -1.060 0.462  C2 1.580, C4 1.363, H13 0.978
4 C 1.659 -0.924 1.173  N3 1.363, O5 1.195, O6 1.327
5 O 2.269 -1.826 1.663  C4 1.195
6 O 2.082 0.323 1.342  C4 1.327, H14 0.971
7 N 0.162 1.168 -0.184  C2 1.398, C8 1.255
8 C 0.106 1.324 -1.428  N7 1.255, C9 1.482, H15 1.076
9 C -0.813 0.331 -2.033  C8 1.482, N10 1.264, H16 1.057
10 N -1.230 -0.512 -1.189  C2 1.482, C9 1.264
11 H -1.376 -0.025 2.088  N1 1.128
12 H -2.430 -0.506 0.752  N1 1.055
13 H 0.062 -1.932 0.495  N3 0.978
14 H 1.700 1.091 0.887  O6 0.971
15 H 0.631 2.048 -2.027  C8 1.076
16 H -1.082 0.331 -3.054  C9 1.057

Listed below, in e, are the Mulliken charges computed for each atom: -0.671, 1.197, -0.285, 0.588, -0.589, -0.500, -0.632, -0.237, -0.276, -0.631, 0.315, 0.275, 0.174, 0.450, 0.396, 0.427


Here is how they stack up, most stable first: b), a).